No. 1
Entry from the OMol25 dataset: a structure of composition C33H43N7ORuS (ωB97M-V/def2-TZVPD).

Results
2S+1 ... 2
Net charge ... +3
HOMO energy (alpha / beta) ... -14.9 / -14.9 eV
M ... 686.89 g/mol
⟨S²⟩ ... 0.889
Electronic energy ... -60790.45538 eV
E_LUMO (alpha / beta) ... -10.72 / -10.42 eV
Orbital gap (alpha / beta) ... 4.21 / 4.51 eV

Each line ends with the Löwdin spin population.
Atoms and positions in Å:
Ru -1.238 0.517 -0.372  0.732
C -3.449 1.917 2.485  0.000
C -3.601 0.433 2.309  -0.002
C -4.691 -0.208 2.893  -0.001
C -4.828 -1.576 2.766  0.000
C -3.841 -2.285 2.097  -0.001
C -2.775 -1.583 1.559  -0.001
N -2.673 -0.252 1.614  -0.017
C -1.671 -2.278 0.860  -0.001
C -1.366 -3.585 1.212  0.000
C -0.365 -4.255 0.543  -0.001
C 0.315 -3.589 -0.455  0.000
C -0.011 -2.273 -0.745  0.000
N -0.999 -1.608 -0.104  -0.001
C 0.765 -1.544 -1.774  0.005
C 1.342 -2.183 -2.857  0.002
C 2.074 -1.420 -3.756  -0.002
C 2.238 -0.070 -3.506  0.003
C 1.623 0.501 -2.396  0.004
C 1.850 1.947 -2.066  0.000
N 0.859 -0.230 -1.571  0.068
H -3.181 2.146 3.520  0.000
H -4.389 2.435 2.294  0.000
H -2.676 2.314 1.833  0.000
H -5.422 0.373 3.439  0.000
H -5.683 -2.089 3.186  0.000
H -3.915 -3.356 1.983  0.000
H -1.904 -4.065 2.015  0.000
H -0.115 -5.277 0.799  0.000
H 1.112 -4.077 -0.997  0.000
H 1.202 -3.243 -3.018  0.000
H 2.513 -1.876 -4.633  0.000
H 2.829 0.548 -4.170  0.001
H 2.839 2.081 -1.619  0.000
H 1.113 2.303 -1.350  -0.001
H 1.833 2.567 -2.962  0.000
C -3.393 2.776 -0.927  0.000
C -4.176 1.595 -1.452  0.002
N -3.530 0.351 -1.012  0.036
C -3.748 -0.796 -1.907  0.007
C -3.115 -0.554 -3.278  0.011
S -1.522 0.299 -3.160  0.144
C -1.866 2.030 -3.573  0.011
C -1.485 2.991 -2.451  0.001
N -1.933 2.589 -1.094  -0.010
H -3.717 3.688 -1.436  0.000
H -3.594 2.913 0.130  0.000
H -5.207 1.657 -1.095  0.001
H -4.234 1.607 -2.535  0.000
H -3.905 0.107 -0.105  0.000
H -3.284 -1.663 -1.439  0.000
H -4.811 -1.016 -2.037  0.000
H -2.918 -1.509 -3.761  0.001
H -3.754 0.015 -3.953  0.001
H -1.268 2.274 -4.450  0.003
H -2.906 2.121 -3.874  0.000
H -0.409 3.110 -2.420  0.000
H -1.908 3.970 -2.697  -0.001
H -1.482 3.235 -0.451  -0.001
C 6.845 0.375 0.528  0.000
C 6.341 -0.044 1.929  0.000
N 4.903 -0.179 2.029  0.000
C 4.325 -1.490 2.227  0.000
C 4.295 -2.258 0.888  0.000
C 4.061 1.009 1.909  0.000
O 4.620 2.028 1.641  0.000
C 2.595 0.917 2.188  0.001
C 2.134 1.232 3.460  0.000
C 0.772 1.362 3.637  -0.001
C -0.062 1.214 2.541  -0.002
N 0.372 0.920 1.308  0.007
C 1.690 0.761 1.148  0.002
H 7.932 0.349 0.569  0.000
H 6.526 1.380 0.275  0.000
H 6.504 -0.326 -0.232  0.000
H 6.640 0.715 2.661  0.000
H 6.769 -1.000 2.219  0.000
H 3.321 -1.377 2.629  0.000
H 4.951 -2.019 2.947  0.000
H 3.688 -1.734 0.148  0.000
H 3.858 -3.236 1.084  0.000
H 5.298 -2.401 0.490  0.000
H 2.817 1.380 4.289  0.000
H 0.356 1.605 4.605  0.000
H -1.123 1.346 2.652  0.000
H 2.024 0.520 0.150  0.000



No. 2
Entry from the OMol25 dataset: a cluster of 12 separate species, C24H72N2O12 in total (ωB97M-V/def2-TZVPD).

Results
2S+1 ... 1
HOMO energy ... -8.8 eV
M ... 580.84 g/mol
Electronic energy ... -53593.89530 eV
E_LUMO ... 0.17 eV
Orbital gap ... 8.94 eV

Each line ends with the Löwdin charge.
Atoms and positions in Å:
N 3.538 11.192 -17.713  0.187
C 2.940 10.084 -17.787  -0.552
N 3.724 9.068 -17.597  0.207
O 1.553 9.994 -18.055  -0.107
H 3.123 12.098 -18.025  0.108
H 4.499 11.160 -17.834  0.060
H 3.255 8.097 -17.723  0.125
H 4.739 9.100 -17.511  0.088
C 0.904 10.856 -14.526  -0.014
C 1.345 12.070 -15.356  -0.628
C 0.834 13.423 -14.938  -0.015
O 2.560 12.283 -15.475  -0.044
H 1.266 11.084 -13.524  0.082
H 1.294 9.960 -14.970  0.041
H -0.200 10.842 -14.506  0.092
H 1.241 11.914 -16.460  0.136
H -0.211 13.336 -14.809  0.072
H 1.120 14.090 -15.696  0.061
H 1.285 13.840 -14.091  0.069
H 2.930 11.775 -16.194  0.025
C 5.760 12.528 -14.865  -0.026
C 7.045 11.802 -14.865  -0.690
C 7.818 12.014 -13.625  -0.029
O 6.912 10.597 -15.144  -0.035
H 5.985 13.600 -14.909  0.099
H 5.213 12.388 -13.959  0.093
H 5.181 12.358 -15.824  0.095
H 7.616 12.215 -15.699  0.152
H 7.770 13.073 -13.415  0.075
H 8.939 11.645 -13.808  0.137
H 7.500 11.483 -12.692  0.099
H 6.166 10.325 -14.600  0.067
C 0.838 12.856 -19.677  -0.025
C 1.011 11.723 -20.634  -0.703
C 2.410 11.543 -21.148  -0.043
O 0.486 10.642 -20.351  -0.009
H 1.407 13.679 -19.917  0.040
H 1.110 12.563 -18.670  0.054
H -0.168 13.286 -19.535  0.099
H 0.486 11.920 -21.623  0.152
H 2.547 12.437 -21.842  0.111
H 2.499 10.720 -21.770  0.043
H 3.073 11.492 -20.244  0.068
H 1.019 10.303 -19.536  0.072
C 5.671 6.812 -15.735  -0.044
C 7.041 7.122 -15.214  -0.709
C 7.765 5.952 -15.344  -0.058
O 7.650 8.020 -15.818  0.048
H 5.472 6.031 -16.437  0.052
H 5.224 7.681 -16.121  0.035
H 5.069 6.477 -14.866  0.106
H 6.952 7.496 -14.198  0.145
H 8.744 6.032 -15.032  0.076
H 7.757 5.675 -16.410  0.111
H 7.430 5.199 -14.720  0.081
H 7.318 8.887 -15.505  0.089
C 8.559 10.548 -18.618  0.004
C 7.139 11.209 -18.568  -0.596
C 6.398 11.138 -19.895  -0.001
O 6.281 10.816 -17.770  -0.021
H 8.724 9.641 -19.164  0.058
H 8.925 10.358 -17.572  0.100
H 9.248 11.187 -19.048  0.046
H 7.377 12.247 -18.446  0.127
H 7.111 11.277 -20.643  0.070
H 5.601 11.827 -20.064  0.065
H 6.173 10.122 -19.965  0.054
H 6.575 10.767 -16.852  0.074
C 6.621 7.267 -19.030  -0.014
C 6.327 6.691 -20.497  -0.596
C 7.583 5.950 -21.019  -0.021
O 5.408 5.856 -20.514  0.019
H 5.889 8.065 -18.815  0.041
H 7.555 7.807 -18.902  0.057
H 6.792 6.569 -18.207  0.060
H 6.236 7.595 -21.084  0.129
H 7.908 5.321 -20.252  0.061
H 8.354 6.633 -21.296  0.068
H 7.372 5.404 -21.879  0.058
H 4.660 6.365 -20.941  0.099
C 3.322 5.729 -17.921  -0.182
O 2.160 6.444 -18.114  -0.116
H 4.181 6.391 -18.120  0.043
H 3.535 5.023 -18.704  0.077
H 3.389 5.145 -16.970  0.112
H 1.609 6.431 -17.345  0.004
C 1.074 7.132 -15.388  -0.165
O 0.641 5.938 -15.961  -0.127
H 0.423 7.807 -15.996  0.104
H 2.156 7.391 -15.537  0.076
H 0.770 7.225 -14.311  0.099
H -0.317 5.860 -15.924  0.109
C 3.277 7.995 -20.673  -0.135
O 3.667 7.613 -21.984  -0.084
H 2.332 8.596 -20.532  0.108
H 4.117 8.566 -20.172  0.080
H 3.249 7.165 -20.026  0.029
H 3.076 7.966 -22.621  0.074
C 4.088 14.259 -18.826  -0.125
O 3.217 13.951 -17.753  -0.134
H 5.117 14.029 -18.575  0.076
H 4.019 15.310 -19.009  0.086
H 3.959 13.653 -19.685  0.052
H 3.408 14.629 -17.098  0.100
C 4.125 9.604 -14.391  -0.184
O 5.184 9.208 -13.623  -0.094
H 3.602 8.774 -14.863  0.055
H 4.490 10.205 -15.240  0.066
H 3.299 10.226 -13.938  0.094
H 4.811 8.742 -12.838  0.143